Entry 1:
{
  "formula": "ClH2O2PS2",
  "method": "the ωB97M-V functional and the def2-TZVPD basis",
  "orbital_gap_ev": [5.213, 5.217],
  "e_above_lowest_ev": 4.213,
  "e_homo_ev": [-8.74, -8.74],
  "lumo_energy_ha": [-0.1296, -0.1296],
  "symbols": ["O", "O", "P", "S", "S", "Cl", "H", "H"],
  "coordinates": [[1.0228, 1.3600, -0.3371], [-1.3039, 1.1015, -1.4200], [-0.6526, 1.3042, 0.0953], [-0.7555, -0.6056, 0.8651], [1.4984, -3.0755, 1.9082], [0.3848, -2.9034, 0.3364], [1.5763, 0.9155, 0.3090], [-1.7703, 1.9034, -1.7570]],
  "forces_ev_per_a": [[-2.12, 0.63, -0.05], [0.01, 1.23, 0.45], [2.05, -1.33, -1.71], [-0.20, -0.54, 0.53], [0.18, -0.18, 0.25], [-0.43, 1.14, -0.20], [-0.05, -0.15, 0.25], [0.57, -0.80, 0.49]]
}

Entry 2:
{
  "formula": "C16H10Cl3IN5O3SZr",
  "method": "the ωB97M-V functional and the def2-TZVPD basis",
  "orbital_gap_ev": 6.444,
  "e_above_lowest_ev": 0.551,
  "total_charge": 3,
  "e_homo_ev": -17.71,
  "lumo_energy_ha": -0.4139,
  "symbols": ["Zr", "S", "N", "C", "C", "C", "C", "C", "N", "C", "C", "N", "C", "C", "C", "C", "C", "N", "H", "H", "H", "H", "H", "H", "N", "C", "O", "C", "I", "H", "H", "H", "H", "Cl", "C", "Cl", "Cl", "C", "O", "O"],
  "coordinates": [[0.5291, -0.4369, -1.0337], [-4.3520, 2.0620, 4.0289], [-4.5874, 1.1362, 2.7416], [-3.4443, 1.1016, 2.0768], [-3.2185, 0.4219, 0.8299], [-4.2205, -0.2585, 0.1165], [-3.9160, -0.8376, -1.0982], [-2.6176, -0.7587, -1.5819], [-1.6457, -0.1145, -0.9186], [-1.9401, 0.4917, 0.2747], [-0.8770, 1.2421, 0.9302], [0.3492, 1.2572, 0.3195], [1.3403, 1.9914, 0.8536], [1.1670, 2.7346, 2.0090], [-0.0524, 2.6991, 2.6563], [-1.1032, 1.9383, 2.1188], [-2.4146, 1.8489, 2.7028], [-2.8042, 2.4281, 3.8265], [-5.2209, -0.3091, 0.5300], [-4.6674, -1.3538, -1.6795], [-2.3503, -1.2197, -2.5249], [2.2931, 1.9791, 0.3390], [1.9883, 3.3238, 2.3924], [-0.2185, 3.2539, 3.5724], [3.8138, -1.4319, -2.6834], [3.2543, -0.2680, -2.7087], [2.0015, -0.1228, -2.3508], [3.9465, 0.9450, -3.2322], [6.0134, 0.7313, -3.6522], [3.3307, -2.2838, -2.4233], [4.7850, -1.5020, -2.9942], [3.7929, 1.7643, -2.5307], [3.4252, 1.2223, -4.1529], [2.5396, -4.4600, -0.2832], [1.1793, -3.9279, 0.7624], [-0.1920, -4.9990, 0.6217], [1.6956, -3.7182, 2.4151], [0.8700, -2.5916, 0.1189], [0.0956, -2.4813, -0.8903], [1.4324, -1.4976, 0.5016]],
  "forces_ev_per_a": [[0.12, 0.32, -0.14], [0.04, -0.13, 0.10], [-0.18, 0.08, -0.06], [0.17, 0.14, 0.19], [0.08, -0.06, -0.28], [0.06, -0.02, -0.02], [-0.03, 0.01, 0.01], [-0.01, 0.01, -0.02], [0.06, 0.06, 0.06], [-0.09, 0.07, 0.11], [-0.03, 0.07, 0.07], [-0.19, -0.07, 0.15], [0.00, -0.02, 0.00], [0.01, 0.03, 0.02], [0.00, -0.02, -0.02], [0.17, -0.04, -0.18], [-0.23, -0.16, -0.06], [-0.01, 0.21, 0.04], [0.00, 0.00, 0.00], [0.00, 0.00, 0.00], [0.00, -0.03, -0.01], [0.02, 0.00, 0.00], [0.00, 0.00, 0.00], [0.00, 0.00, 0.00], [-0.04, 0.10, 0.00], [0.22, 0.05, -0.64], [-0.23, -0.32, 0.51], [-0.01, -0.02, 0.08], [-0.06, 0.03, 0.01], [-0.03, 0.02, 0.04], [0.02, 0.01, 0.02], [0.05, 0.00, 0.03], [0.03, -0.04, -0.02], [-0.04, 0.00, 0.04], [0.00, -0.16, 0.11], [0.10, 0.07, -0.01], [-0.03, 0.01, -0.11], [0.12, -0.02, -0.05], [-0.04, -0.16, -0.03], [-0.03, -0.01, 0.07]]
}

Entry 3:
{
  "formula": "C5H9NO",
  "method": "the ωB97M-V functional and the def2-TZVPD basis",
  "smiles": "C/N=C/[C@H]1O[C@@H]1C",
  "orbital_gap_ev": 10.498,
  "e_above_lowest_ev": 3.340,
  "e_homo_ev": -9.41,
  "lumo_energy_ha": 0.0399,
  "symbols": ["C", "N", "C", "C", "O", "C", "C", "H", "H", "H", "H", "H", "H", "H", "H", "H"],
  "coordinates": [[2.0740, -0.1548, -2.0206], [0.9777, 0.0248, -1.1275], [0.6715, -0.8743, -0.2949], [-0.7602, -0.6840, 0.0414], [-1.4443, -1.2945, 1.1407], [-0.9249, 0.0137, 1.3011], [-1.7472, 1.2265, 1.6100], [2.7601, 0.6932, -2.0236], [1.5840, -0.1945, -3.0015], [2.5978, -1.1032, -1.8505], [1.3235, -1.6678, 0.1125], [-1.3438, -0.5793, -0.8708], [0.0161, -0.0258, 1.8553], [-2.5347, 0.9790, 2.3237], [-1.0675, 1.9444, 2.0799], [-2.1820, 1.6967, 0.7249]],
  "forces_ev_per_a": [[0.42, -0.04, -0.21], [-0.05, -0.54, -0.14], [-0.16, 0.11, -0.63], [-0.31, -0.27, 0.38], [0.25, -0.32, -0.05], [0.26, 0.43, 0.34], [-0.13, 0.05, 0.04], [0.01, -0.05, 0.04], [0.46, -0.03, -0.04], [0.25, 0.12, -0.05], [-0.22, 0.01, -0.43], [-0.24, 0.42, 0.48], [-0.21, 0.17, 0.27], [-0.01, 0.08, -0.02], [-0.27, 0.04, -0.06], [-0.03, -0.18, 0.10]]
}

Entry 4:
{
  "formula": "C16H22ClMnN3O3S3",
  "method": "the ωB97M-V functional and the def2-TZVPD basis",
  "s_squared": 6.148,
  "orbital_gap_ev": [4.755, 6.838],
  "total_charge": 1,
  "multiplicity": 5,
  "e_homo_ev": [-10.65, -10.65],
  "lumo_energy_ha": [-0.2167, -0.1402],
  "symbols": ["Mn", "C", "C", "C", "C", "Cl", "C", "C", "C", "O", "C", "C", "O", "O", "H", "H", "H", "H", "H", "H", "H", "H", "S", "C", "N", "C", "S", "C", "H", "H", "H", "H", "H", "H", "C", "N", "C", "C", "N", "C", "S", "H", "H", "H", "H", "H", "H", "H", "H"],
  "coordinates": [[-0.5105, -0.2115, -0.4355], [4.9631, 1.7309, 2.0541], [4.8061, 0.3566, 1.5020], [5.7745, -0.2081, 0.6976], [5.5903, -1.4659, 0.1373], [6.7910, -2.1198, -0.9054], [4.4299, -2.1836, 0.4005], [3.4567, -1.6421, 1.2191], [3.6357, -0.3809, 1.7868], [2.7665, 0.2264, 2.6337], [1.4938, -0.3253, 2.8075], [0.7138, -0.3489, 1.4968], [-0.2344, -1.1538, 1.3149], [1.0195, 0.4328, 0.5650], [5.8751, 2.1935, 1.6891], [4.9906, 1.7031, 3.1411], [4.1054, 2.3373, 1.7681], [6.6885, 0.3263, 0.4981], [4.2973, -3.1651, -0.0246], [2.5720, -2.2296, 1.4121], [0.9827, 0.3272, 3.5239], [1.5196, -1.3409, 3.2171], [-1.8237, -1.7656, -1.4516], [-2.9359, -1.7603, -0.2272], [-3.7678, -1.7234, 0.5696], [1.5981, -0.9851, -2.9444], [0.7042, 0.5285, -2.4658], [-0.5104, 0.6422, -3.8171], [0.9288, -1.8414, -2.9550], [2.3903, -1.1221, -2.2121], [2.0366, -0.8352, -3.9262], [0.0158, 0.8185, -4.7527], [-1.1450, 1.4948, -3.5894], [-1.0935, -0.2728, -3.8593], [-4.7053, 0.7120, -1.9277], [-4.6808, 0.8974, -0.5104], [-5.8656, 0.6585, 0.3014], [-5.3906, 0.9912, 1.7261], [-3.9937, 1.3213, 1.5166], [-3.6435, 1.2284, 0.2380], [-2.0903, 1.6699, -0.3292], [-5.0161, -0.3073, -2.1597], [-3.7078, 0.8873, -2.3275], [-5.4117, 1.4132, -2.3764], [-6.1791, -0.3854, 0.1967], [-6.6719, 1.3187, -0.0286], [-5.4806, 0.1390, 2.4006], [-5.9212, 1.8464, 2.1530], [-3.3663, 1.5728, 2.2592]],
  "forces_ev_per_a": [[-0.38, 0.23, -0.44], [-0.05, 0.06, 0.15], [-0.52, -0.33, 0.14], [-0.11, -0.31, -0.13], [-0.62, -0.06, 0.30], [0.25, -0.17, -0.18], [0.62, 0.16, -0.33], [-0.27, 0.49, 0.44], [1.04, -0.39, -0.73], [-0.45, 0.37, 0.29], [0.05, -0.10, -0.21], [0.86, -0.44, 1.85], [-0.65, -0.24, -0.19], [0.21, 1.04, -0.80], [0.03, 0.06, -0.01], [0.01, 0.09, 0.12], [0.00, 0.16, 0.02], [0.10, 0.15, -0.07], [-0.01, -0.12, -0.06], [-0.12, -0.08, 0.11], [-0.07, -0.16, -0.17], [-0.04, 0.05, -0.04], [0.64, -0.16, -0.84], [-0.56, -0.09, 0.36], [-0.14, -0.07, 0.30], [-0.10, 0.25, 0.16], [-0.29, -0.42, -0.26], [0.20, -0.02, 0.34], [0.00, -0.03, -0.01], [0.04, -0.06, 0.04], [0.02, 0.06, -0.05], [0.06, -0.02, 0.04], [-0.06, -0.01, 0.00], [-0.07, 0.01, -0.09], [0.04, -0.04, -0.43], [0.30, 0.17, 0.40], [-0.36, -0.07, 0.08], [-0.37, -0.09, 0.30], [0.11, -0.08, -0.11], [-0.18, 0.13, 0.18], [0.70, 0.18, -0.10], [-0.01, -0.03, -0.04], [-0.10, 0.00, -0.01], [0.03, -0.04, -0.06], [0.04, 0.17, 0.02], [0.02, -0.12, 0.01], [-0.04, 0.04, -0.08], [0.02, -0.13, -0.05], [0.16, 0.00, -0.17]]
}

Entry 5:
{
  "formula": "C11H13N2O2",
  "method": "the ωB97M-V functional and the def2-TZVPD basis",
  "smiles": "C[C@H]1C[NH2+]C(c2ccccc2)=C1[N+](=O)[O-]",
  "orbital_gap_ev": 8.574,
  "e_above_lowest_ev": 3.614,
  "total_charge": 1,
  "e_homo_ev": -12.80,
  "lumo_energy_ha": -0.1555,
  "symbols": ["C", "C", "C", "N", "C", "C", "C", "C", "C", "C", "C", "C", "N", "O", "O", "H", "H", "H", "H", "H", "H", "H", "H", "H", "H", "H", "H", "H"],
  "coordinates": [[1.1819, 1.7214, -2.6965], [0.2546, 0.5086, -2.4636], [1.1872, -0.6416, -2.1374], [1.3380, -0.5877, -0.6704], [-0.0235, -0.0905, -0.1504], [-0.3077, -0.4022, 1.2127], [-1.6598, -0.7584, 1.5628], [-1.9966, -0.9972, 2.8468], [-0.9899, -1.0444, 3.8327], [0.3286, -0.6711, 3.4972], [0.6329, -0.3023, 2.2247], [-0.5562, 0.5268, -1.2203], [-1.8617, 1.2707, -1.2207], [-2.2095, 1.8429, -0.2638], [-2.4260, 1.1220, -2.2702], [1.6606, 1.9760, -1.8170], [0.7492, 2.5951, -3.3118], [1.9789, 1.4085, -3.3038], [-0.2653, 0.3819, -3.3715], [0.7864, -1.6637, -2.2894], [2.2708, -0.6800, -2.4765], [2.0225, 0.2039, -0.5361], [1.7094, -1.4591, -0.3943], [-2.3318, -0.9129, 0.8038], [-2.9760, -1.2708, 3.3060], [-1.0837, -1.4286, 4.8760], [0.9738, -0.7822, 4.3448], [1.6128, 0.1351, 2.0860]],
  "forces_ev_per_a": [[-2.06, 1.05, -2.04], [1.97, 0.40, -0.14], [1.24, -2.32, -0.58], [-0.20, 3.42, -0.24], [1.00, -0.12, -1.61], [-2.37, -0.09, 1.26], [2.71, 0.62, -0.06], [-0.43, -1.08, 3.61], [1.35, 0.11, -0.27], [-2.30, -1.13, 1.57], [1.03, 0.53, -0.49], [-0.46, 0.37, 1.26], [2.04, -2.31, -1.58], [-0.82, 1.48, 2.28], [-0.96, 0.33, -0.88], [0.64, 1.36, 2.02], [0.29, -1.19, 1.64], [0.99, -0.68, -1.16], [-1.03, -0.62, -0.73], [-0.19, 0.69, -0.46], [-1.55, 0.51, -0.45], [-0.53, -1.26, 0.62], [0.32, -1.11, 1.37], [-1.67, -0.07, -1.73], [0.45, 0.28, -1.45], [-0.68, 0.53, -1.07], [0.99, 0.49, -0.21], [0.22, -0.18, -0.47]]
}

Entry 6:
{
  "formula": "C4H9N2",
  "method": "the ωB97M-V functional and the def2-TZVPD basis",
  "orbital_gap_ev": 10.282,
  "e_above_lowest_ev": 4.787,
  "total_charge": 1,
  "e_homo_ev": -14.01,
  "lumo_energy_ha": -0.1371,
  "symbols": ["C", "C", "C", "C", "N", "N", "H", "H", "H", "H", "H", "H", "H", "H", "H"],
  "coordinates": [[-1.1562, -0.2698, -1.2650], [-0.5456, -0.2122, 0.1008], [-0.9655, 0.8504, 1.0692], [1.3029, 0.5524, -1.6691], [0.0760, 0.1117, -1.0665], [-0.0855, -1.5294, 0.9991], [-0.8719, -1.7937, 1.4685], [-0.3021, 0.9850, 1.8988], [-1.9634, 0.5541, 1.4202], [-1.0892, 1.7695, 0.4679], [1.6086, -0.0683, -2.5539], [0.8816, 1.5360, -2.0685], [2.0234, 0.8651, -0.9383], [0.5790, -1.1733, 1.6553], [0.5078, -2.1774, 0.4813]],
  "forces_ev_per_a": [[0.44, -0.58, -0.73], [0.41, 0.44, 1.86], [-1.07, -0.26, -0.59], [-1.57, 2.45, -2.16], [-0.05, -2.14, 0.10], [2.87, 2.86, -3.30], [-2.65, -1.92, 1.38], [0.41, 0.32, 0.47], [0.17, 0.34, 0.25], [0.12, -0.32, 0.62], [-0.13, 0.42, 1.27], [1.28, -0.94, -0.16], [0.53, -0.53, 0.27], [0.32, 0.62, 0.97], [-1.07, -0.78, -0.24]]
}

Let's list E_tot in order: -47607.1132, -88108.2942, -8865.8725, -103906.2223, -18681.5328, -7263.3544 eV.